1.
Below is a structure of composition C34H91MnN7O9 in a non-equilibrium geometry, with properties calculated with wB97M-V/def2-TZVPD.

Last column: Mulliken charge in e.
Positions of all 142 atoms, in Å:
H  1.808  -3.146  0.873  0.249
O  1.834  -1.616  2.186  0.535
H  0.574  -1.175  -7.200  0.186
H  -2.506  0.635  -2.266  0.065
N  4.265  1.726  -0.788  -0.080
C  -2.471  -2.208  -0.589  -1.444
N  -4.040  -1.901  3.377  -0.751
H  0.290  -3.108  -4.634  0.344
H  -1.297  -0.357  -4.280  0.473
H  2.027  0.280  4.039  0.012
H  -0.677  2.988  -7.124  0.310
H  -2.055  2.229  -2.789  0.218
C  -4.470  -4.323  3.541  -0.827
H  2.179  2.382  5.353  0.467
H  0.329  0.937  -5.491  0.441
O  -4.211  3.468  2.534  -0.101
C  -2.115  -3.375  3.523  -1.007
H  2.481  2.152  1.904  -0.226
H  -5.351  -6.441  4.509  0.342
N  2.025  -1.685  -2.638  -0.378
O  0.802  1.829  -0.393  0.161
C  6.358  1.768  2.358  -1.019
H  -6.161  2.911  2.956  0.488
H  -0.311  -0.307  -2.239  -0.165
N  2.837  -0.720  -0.100  0.645
H  -5.929  -6.841  2.879  0.248
H  -1.437  -2.628  3.111  -0.495
H  3.934  -3.427  -2.982  0.369
C  1.221  -2.214  3.330  -1.103
C  2.605  2.309  4.353  -1.628
H  1.313  -2.175  -2.116  -0.610
C  0.645  3.850  -1.841  -1.594
H  3.088  -3.226  2.040  0.716
H  3.374  0.918  2.143  -0.944
H  0.786  -3.206  3.209  0.436
C  -4.456  1.629  0.196  -1.150
H  -4.865  -1.797  2.804  0.281
C  1.884  1.223  3.512  0.889
H  3.516  -0.009  -0.331  0.158
H  1.507  3.569  -2.446  0.358
C  0.624  -2.262  -7.141  -0.652
H  0.910  -2.552  -8.153  0.313
H  -0.999  -4.627  -0.964  0.448
H  -1.783  -4.376  3.247  0.493
H  -0.284  2.439  -4.775  0.325
H  5.161  3.615  -2.355  0.418
H  -1.529  3.095  -0.116  -0.141
H  3.416  -4.052  -4.585  0.462
C  0.618  3.208  -0.371  1.064
H  0.654  -1.479  -4.731  -0.470
H  2.525  -4.405  -3.137  0.272
C  -1.159  2.020  -7.258  -0.747
H  -0.696  3.335  1.372  -0.153
C  0.380  1.423  3.485  -1.596
C  -0.698  3.644  0.327  -0.826
O  -4.314  -5.567  2.942  -0.292
H  -3.497  -1.170  2.941  -0.020
H  -4.755  5.435  2.558  0.344
H  4.508  1.451  -1.729  0.174
H  5.234  -0.492  0.599  0.394
C  -1.620  0.414  2.650  0.018
H  4.615  -0.766  2.197  0.152
H  -2.005  2.077  -7.942  0.283
H  -2.955  -1.448  0.025  -0.127
C  -5.263  1.579  1.497  1.425
H  -0.450  -3.344  -2.106  0.293
N  -0.010  0.394  -2.901  -0.185
H  -4.392  -7.513  3.452  0.237
H  6.795  1.335  1.458  0.339
C  -2.219  1.212  -3.145  -1.264
H  -1.980  -0.359  1.972  -0.965
C  -5.044  -6.640  3.483  -0.762
C  5.163  2.798  -0.359  -0.201
H  -1.802  0.134  3.688  0.593
H  -3.031  -3.125  -0.407  0.566
H  -3.462  2.025  0.404  -0.167
H  0.103  2.465  3.320  0.322
H  5.745  4.808  -1.173  0.395
C  3.087  -3.619  -3.641  -1.567
H  -3.615  5.035  3.757  0.247
C  4.821  -1.263  1.249  -1.716
H  5.577  -2.000  1.518  0.496
H  -5.302  4.507  3.973  0.338
H  -4.360  0.747  -0.436  0.494
C  3.572  -1.792  0.490  1.146
C  -3.540  -3.243  2.971  1.709
H  -4.690  0.970  2.196  -0.347
H  2.545  -1.001  -1.025  0.189
C  2.303  -2.279  -3.913  0.089
C  -0.467  -3.682  -1.070  -1.857
O  -0.189  -1.348  -0.170  0.336
O  -0.177  0.577  2.485  1.156
H  -0.051  1.175  4.455  0.658
H  -3.090  1.341  -3.787  0.560
H  0.156  1.170  -2.276  -0.390
N  -6.512  0.898  1.314  -0.763
C  -1.060  0.632  -3.889  0.430
Mn  1.051  0.077  0.869  0.831
H  0.399  -1.563  3.628  0.067
H  -0.455  1.419  -7.834  0.233
H  -1.979  -3.224  4.594  0.472
H  3.907  -2.420  -0.336  0.135
H  -0.390  -2.643  -7.021  0.312
H  1.521  -0.834  -2.843  0.297
H  3.957  4.263  -1.322  0.270
H  6.378  1.033  3.163  0.292
H  5.539  4.061  1.402  0.589
H  -5.489  -3.941  3.482  0.338
H  0.576  -3.950  -0.906  0.288
H  -4.161  -4.406  4.583  0.403
H  -5.952  3.672  1.373  0.424
H  3.633  1.997  4.539  0.353
H  6.942  2.576  2.799  0.351
H  3.845  3.581  1.152  -0.053
C  -5.519  2.961  2.077  -1.285
H  2.997  -1.642  -4.461  0.363
N  2.398  1.179  2.162  1.003
O  1.543  -2.800  -6.200  -0.402
H  -2.642  -1.960  -1.637  0.250
C  5.018  4.016  -1.351  -1.441
C  2.548  -2.536  1.391  -1.417
H  -0.854  4.722  0.316  0.519
C  1.123  -2.451  -4.883  0.316
H  -6.313  -0.085  1.193  0.248
H  -3.503  -3.356  1.887  -0.390
C  -1.014  -2.531  -0.199  0.905
C  -4.495  4.636  3.253  -0.917
H  -7.080  1.148  0.517  0.267
H  1.981  -2.273  4.110  0.282
O  5.024  2.149  1.986  0.005
C  -0.553  1.426  -5.078  -0.935
C  4.882  3.255  1.073  -0.537
H  0.570  4.934  -1.757  0.426
H  -0.258  3.579  -2.388  0.284
H  1.461  3.661  0.151  -0.495
H  -1.039  -2.955  0.805  -0.135
H  2.717  3.339  4.013  0.312
H  -2.149  1.340  2.423  0.198
H  3.278  1.924  -0.710  -0.441
H  -4.848  2.348  -0.523  0.478
H  6.154  2.348  -0.401  0.457
O  -1.587  1.459  -6.045  -0.363

Properties
Charge = 0
Relative energy (zero: lowest compared OMol25 entry of this formula, charge and spin) = 0.0 kJ/mol
2S+1 = 6
HOMO energy (spin up / spin down) = -0.25464 / -0.27690 Ha

=====

2.
Below is a cluster of 5 separate species, C9H29N7O6 in total in a non-equilibrium geometry, with properties calculated with wB97M-V/def2-TZVPD.

Last column: Mulliken charge in e.
Positions of all 51 atoms, in Å:
H  -0.507  0.085  -3.506  0.318
H  -0.993  -0.145  0.120  0.271
C  -2.637  4.402  -1.444  0.530
N  1.200  0.145  3.537  -0.427
H  -1.728  0.408  -2.301  0.266
H  2.119  -5.953  -2.732  0.283
H  0.547  0.417  -0.181  0.225
C  -0.648  0.280  -2.442  -0.697
O  0.214  3.543  -0.401  -0.774
H  -3.790  5.563  -2.604  0.185
H  -0.096  -2.655  0.163  0.507
H  2.751  -4.548  -3.520  0.239
N  -3.629  4.599  -2.376  -0.429
C  2.116  -4.860  -2.688  -0.701
H  1.136  -4.396  -2.818  0.307
N  -1.774  1.399  1.492  -0.070
C  2.006  -4.453  -0.318  -0.474
N  -1.726  5.389  -1.300  -0.333
O  2.753  -4.345  -1.541  -0.342
N  1.822  -1.978  0.076  -0.191
H  0.192  0.148  3.521  0.210
O  -1.612  -0.295  3.001  -0.775
H  1.757  -0.609  3.886  0.187
H  -3.712  -1.019  2.135  0.220
C  0.405  -1.727  0.454  -0.731
H  0.410  3.019  0.388  0.376
N  -3.366  -0.258  1.579  -0.347
H  2.008  -3.530  1.550  0.394
H  -0.923  4.962  -0.828  0.308
H  -0.857  1.705  1.780  0.256
H  -3.808  0.077  0.748  0.164
O  0.993  1.845  2.079  -0.778
H  -4.312  3.884  -2.529  0.224
H  -2.301  1.892  0.789  0.071
H  3.403  -3.261  0.727  0.380
H  3.487  0.324  3.184  0.147
C  -0.036  -0.508  -0.303  -0.184
O  -2.529  3.336  -0.818  -0.739
H  0.952  -4.454  -0.608  0.373
C  1.728  1.016  2.602  0.631
C  2.320  -3.220  0.544  -0.986
H  -1.698  6.283  -1.741  0.162
C  -2.223  0.282  2.093  0.617
H  -0.626  3.165  -0.715  0.440
O  -0.184  -0.785  -1.667  -0.417
N  3.080  0.929  2.497  -0.381
H  -0.105  1.208  -2.226  0.261
H  2.009  -1.757  -0.888  0.284
H  0.392  -1.596  1.534  0.356
H  3.669  1.418  1.856  0.199
H  2.352  -5.372  0.159  0.385

Properties
Structure (SMILES) = COCCNCCOC.NC(N)=O.NC(N)=O.NC(N)=O.O
Charge = 0
Relative energy (zero: lowest compared OMol25 entry of this formula, charge and spin) = 48.9 kJ/mol
HOMO energy = -0.29596 Ha

=====

3.
Below is a cluster of 21 separate species, C15H68IN2O22S in total in a non-equilibrium geometry, with properties calculated with wB97M-V/def2-TZVPD.

Last column: Mulliken charge in e.
Positions of all 109 atoms, in Å:
C  -2.960  1.541  -3.516  -0.811
H  -4.038  0.009  4.055  0.300
H  -2.381  1.798  -1.023  0.389
O  1.513  4.042  4.547  -0.633
H  -8.808  0.814  3.226  0.301
H  5.590  3.519  3.934  0.304
H  5.242  -6.066  2.503  0.293
C  -0.391  3.942  -3.548  -1.079
H  -3.332  -1.011  -0.287  0.385
O  2.126  3.903  -6.928  -0.582
H  -0.164  1.010  -5.327  0.341
H  -2.750  0.756  1.581  0.239
C  0.587  -1.071  1.785  -0.310
H  1.482  4.795  5.153  0.337
C  -0.049  3.107  -4.777  -0.199
O  0.976  -5.029  -2.283  -0.671
H  -0.598  6.616  6.202  0.320
H  -3.117  2.602  -3.335  0.167
H  5.116  -0.424  -1.070  0.430
C  1.186  -1.842  0.830  -0.322
C  -0.823  1.768  -4.913  -0.875
H  1.866  -3.051  3.381  0.275
C  -1.878  -1.251  1.771  -0.685
H  -0.048  -4.498  -0.677  0.336
H  1.012  2.910  -4.866  0.286
C  -3.162  1.038  -1.021  -0.503
O  5.560  -6.870  2.082  -0.620
O  -8.554  0.897  2.301  -0.597
H  3.625  -6.262  -0.573  0.353
H  0.090  4.914  -3.620  0.393
O  -6.188  -1.742  3.194  -0.618
H  -2.734  -1.403  2.416  0.438
H  -0.524  -2.287  3.069  0.418
H  0.355  -4.620  -2.896  0.307
H  -6.428  2.064  -1.187  0.341
H  -4.378  2.752  3.188  0.300
C  4.300  -0.733  -1.713  -1.240
O  4.093  -2.865  -0.174  -0.661
H  4.813  -0.392  4.515  0.316
H  2.659  6.155  -4.915  0.320
H  -5.979  1.341  1.393  0.256
O  6.227  4.078  -0.433  -0.593
C  -1.470  1.209  -3.632  -0.077
O  2.273  -8.332  -0.247  -0.662
H  -5.912  -1.056  2.577  0.313
H  5.711  3.404  0.016  0.193
H  3.776  -0.617  3.423  0.300
H  -1.354  -3.726  -0.472  0.317
H  3.702  0.137  -1.967  0.426
H  -3.416  -0.340  -2.646  0.399
H  2.338  4.829  -7.117  0.330
H  -6.214  -2.548  2.670  0.319
O  7.239  -7.885  -1.469  -0.646
O  -3.151  0.389  4.056  -0.552
H  1.920  -8.295  -1.143  0.328
O  2.334  -2.411  -1.748  -0.713
H  -0.304  3.702  -5.650  0.236
C  -0.613  -1.297  2.632  -1.079
O  1.297  -3.262  4.127  -0.606
H  -1.628  1.914  -5.628  0.288
O  -0.695  -4.243  0.002  -0.608
H  1.508  -4.298  -1.948  0.414
O  -5.316  2.547  3.266  -0.591
H  -0.924  1.478  -2.729  0.023
I  3.776  1.543  0.914  0.441
H  7.485  -7.612  -0.580  0.319
C  2.362  0.046  1.044  -0.552
H  -8.906  1.752  2.032  0.301
C  -2.071  0.100  1.051  -0.044
N  1.335  0.093  1.887  0.437
O  4.449  -5.885  -0.916  -0.596
H  5.327  -6.764  1.152  0.348
H  2.705  7.112  -6.097  0.331
H  -4.727  0.867  -2.480  0.379
O  4.351  -1.086  4.031  -0.588
H  1.900  -3.669  4.760  0.324
H  4.567  2.758  3.088  0.118
O  3.004  6.242  -5.808  -0.663
H  5.579  4.687  -0.805  0.340
O  -6.055  0.517  0.894  -0.619
O  -6.649  2.987  -1.359  -0.628
H  6.375  -7.484  -1.612  0.311
H  0.875  -2.816  0.484  0.766
O  4.644  3.424  3.776  -0.558
O  0.063  6.020  6.568  -0.639
H  4.654  -1.277  -2.579  0.434
H  -3.407  1.287  -4.477  0.454
H  -3.988  1.378  -0.404  0.426
H  -6.795  3.357  -0.484  0.310
C  -2.595  -0.215  -0.359  -0.744
H  -6.899  0.150  1.194  0.328
S  3.295  -1.885  -0.828  1.282
H  -2.816  0.199  4.939  0.275
N  2.301  -1.110  0.378  0.373
H  -5.542  2.798  4.167  0.282
C  -3.655  0.703  -2.451  -1.099
H  -0.448  5.341  7.021  0.319
H  -1.804  -2.051  1.042  0.230
H  -1.425  0.119  -3.701  0.408
H  3.046  -8.903  -0.320  0.327
H  -1.134  0.651  0.929  0.167
H  -1.739  -0.548  -0.952  0.225
H  2.921  3.424  -7.177  0.274
H  2.419  4.041  4.219  0.304
H  -1.456  4.033  -3.375  0.206
H  1.089  0.835  2.531  0.265
H  -0.615  -0.577  3.447  0.432
H  4.554  -5.055  -0.439  0.270
H  0.047  3.476  -2.663  0.228

Properties
Charge = +1
HOMO energy = -0.45562 Ha

=====

4.
Below is a cluster of 2 separate species, C4H8O2 in total, with properties calculated with wB97M-V/def2-TZVPD.

Last column: Mulliken charge in e.
Positions of all 14 atoms, in Å:
H  -1.451  -0.906  0.910  0.375
C  -1.353  1.356  -0.948  -0.053
O  -2.223  1.189  -1.768  -0.468
H  0.267  0.733  -2.174  0.321
H  0.010  -1.304  -0.984  0.302
H  1.403  -0.564  -0.152  0.302
H  -1.566  1.881  0.010  0.379
H  0.746  1.633  -0.708  0.291
C  -0.416  -0.502  0.957  -0.125
C  0.333  -0.464  -0.358  -0.359
C  0.072  0.867  -1.108  -0.502
H  2.264  -2.223  2.080  0.206
H  1.879  -1.608  2.245  -0.212
O  0.034  -0.090  2.000  -0.457

Properties
Structure (SMILES) = O=CCCC=O.[H][H]
Charge = 0
Relative energy (zero: lowest compared OMol25 entry of this formula, charge and spin) = 233.8 kJ/mol
HOMO energy = -0.37072 Ha

=====

5.
Below is a structure of composition C8H22AlN2O2 in a non-equilibrium geometry, with properties calculated with wB97M-V/def2-TZVPD.

Last column: Mulliken charge in e.
Positions of all 35 atoms, in Å:
C  2.974  -2.938  2.142  -0.653
H  0.575  -3.520  2.500  0.440
C  -0.363  -3.574  0.567  0.320
H  -3.207  1.818  -1.657  0.328
H  1.208  4.627  1.481  0.413
C  -2.626  2.402  -2.370  -0.647
H  -0.488  4.709  1.536  0.378
H  -2.293  -4.548  0.166  0.483
H  3.152  -3.968  2.451  0.353
C  0.261  3.843  -0.317  0.161
H  -1.237  -5.604  1.149  0.388
H  -3.177  3.330  -2.522  0.341
H  2.795  -2.228  2.950  0.335
H  -0.963  -4.003  -1.121  0.315
H  3.891  -2.560  1.689  0.281
C  -1.505  -4.573  0.918  -1.362
C  -1.253  3.601  -0.775  -0.651
C  0.347  4.850  0.850  -1.290
H  -1.657  4.573  -1.057  0.470
H  -2.050  -4.200  1.785  0.364
N  -0.044  -3.795  -0.759  -0.389
H  1.927  4.576  -1.039  0.328
N  1.076  4.254  -1.477  -0.388
H  -2.499  1.892  -3.324  0.257
H  -1.791  3.266  0.111  0.397
H  0.810  2.946  -0.033  0.319
H  0.339  5.915  0.618  0.375
H  0.589  5.053  -1.857  0.329
Al  2.759  -0.312  -4.680  0.999
O  -1.270  2.661  -1.847  -0.165
C  0.883  -3.691  1.468  -0.742
H  0.408  -4.698  -0.803  0.343
O  1.914  -2.836  1.157  -0.198
H  1.238  -4.720  1.515  0.480
H  -0.724  -2.546  0.585  0.290

Properties
Charge = +3
Relative energy (zero: lowest compared OMol25 entry of this formula, charge and spin) = 308.4 kJ/mol
HOMO energy = -0.64501 Ha

=====

6.
Below is a structure of composition C18H36N3OPS5SbTc, with properties calculated with wB97M-V/def2-TZVPD.

Last column: Mulliken charge in e.
Positions of all 66 atoms, in Å:
H  0.246  0.772  3.080  0.276
H  -1.209  -4.647  1.813  0.445
S  0.769  -4.368  0.390  -0.068
C  -3.321  4.228  0.259  -1.724
H  -2.498  2.069  -3.466  0.672
O  1.848  1.472  0.763  -0.333
Sb  1.297  2.253  -5.239  0.705
H  -1.846  -0.366  -1.908  0.117
H  2.615  0.508  3.758  0.488
H  -0.727  3.481  -0.769  0.292
Tc  0.274  0.174  0.555  -0.085
C  -0.709  -2.571  1.351  -0.836
H  -5.763  1.739  0.650  0.309
H  -1.198  1.981  -2.299  0.075
H  -5.001  2.431  2.090  0.311
C  1.095  -2.754  0.052  -0.279
N  -1.371  0.561  0.463  0.746
H  -0.688  4.581  0.599  0.581
C  -0.582  -3.914  1.330  -0.406
S  0.115  0.415  -5.109  -0.402
H  0.547  -0.973  3.060  0.744
H  -3.303  4.344  -0.821  0.301
H  -4.781  1.716  -2.932  0.534
C  -0.885  3.548  0.297  -2.223
C  -4.404  -0.706  0.712  -1.946
P  -2.762  1.476  0.222  0.254
C  -3.175  1.340  -1.589  1.733
H  -3.987  -0.441  3.195  0.525
C  2.587  1.387  1.796  0.686
H  -3.549  -1.353  0.512  0.357
H  -1.874  4.251  2.581  0.617
C  2.305  0.269  2.739  -1.029
H  -2.387  3.309  -2.229  0.195
C  -4.638  1.719  -1.849  -1.820
H  -5.342  1.001  -1.432  0.346
C  -2.278  3.274  2.312  -1.709
N  0.252  -1.902  0.609  0.530
C  -2.252  2.249  -2.419  -1.466
S  1.103  -0.128  -1.586  0.033
H  2.913  -0.581  2.409  0.281
H  -4.975  -0.579  -0.205  0.313
H  -3.058  -0.108  -3.149  0.537
C  -2.303  3.200  0.780  2.057
H  -5.924  0.943  2.206  0.513
S  1.512  2.990  -2.847  -0.260
H  -4.340  3.993  0.565  0.351
H  3.733  2.957  1.260  0.261
H  1.916  -2.442  -0.574  0.466
H  -1.635  2.512  2.757  0.108
C  -3.362  0.317  2.720  -1.591
H  -3.067  5.195  0.695  0.526
C  0.813  -0.029  2.592  -0.609
H  -5.053  -1.217  1.425  0.648
C  -2.891  -0.096  -2.070  -1.449
H  -1.472  -2.007  1.861  0.451
C  -3.990  0.630  1.348  1.797
H  -3.343  1.176  3.383  0.345
H  -3.270  3.204  2.753  0.317
H  4.178  2.195  2.755  0.233
C  -5.234  1.503  1.571  -1.657
H  -0.133  2.943  0.807  0.496
S  2.462  1.283  -2.211  -0.126
H  -3.537  -0.850  -1.630  0.336
N  3.562  2.249  1.960  -0.346
H  -2.349  -0.080  2.645  0.147
H  -4.892  2.715  -1.490  0.308

Properties
Charge = +2
HOMO energy = -0.47191 Ha